Molecular formula: C36H38ClFN5O7PPdTe
Method: DFT, ωB97M-V with the def2-TZVPD basis set

Geometry as ORCA input:
```
! RIJCOSX wB97M-V def2-TZVPD def2/J DEFGRID3
* xyz 2 1
Pd 0.74 1.43 1.43
Cl -1.95 8.03 0.00
C -1.19 6.47 0.03
C -0.49 6.01 -1.10
C 0.09 4.77 -1.10
C -0.01 3.89 0.01
O 0.54 2.73 -0.10
C -0.70 4.38 1.15
C -0.84 3.67 2.37
N -0.58 2.43 2.58
C -0.76 1.80 3.85
C -1.44 2.33 4.91
C -1.52 1.63 6.14
C -0.96 0.39 6.28
C -0.29 -0.20 5.18
C 0.30 -1.48 5.22
C 0.95 -1.97 4.12
C 1.01 -1.18 2.96
N 0.44 -0.01 2.88
C -0.20 0.52 3.97
C -1.27 5.68 1.13
H -0.40 6.66 -1.97
H 0.64 4.41 -1.96
H -1.20 4.26 3.21
H -1.92 3.30 4.84
H -2.04 2.08 6.97
H -1.02 -0.14 7.21
H 0.24 -2.06 6.13
H 1.42 -2.95 4.13
H 1.53 -1.52 2.07
H -1.80 6.05 2.00
C 1.00 -2.31 -5.69
C 1.51 -2.98 -4.42
N 0.97 -2.34 -3.21
C 1.74 -1.45 -2.55
C 1.36 -0.72 -1.46
C 2.45 0.09 -0.87
O 3.46 0.36 -1.51
O 2.44 0.39 0.42
C -0.01 -0.85 -0.96
O -0.52 -0.18 -0.08
C -0.80 -1.89 -1.65
C -2.09 -2.16 -1.18
C -2.86 -3.11 -1.79
F -4.11 -3.31 -1.34
C -2.40 -3.85 -2.89
C -1.12 -3.57 -3.35
C -0.32 -2.60 -2.75
N -3.15 -4.87 -3.53
C -3.47 -4.64 -4.94
C -3.76 -5.96 -5.63
N -4.90 -6.64 -4.91
C -4.56 -6.85 -3.46
C -4.25 -5.51 -2.83
H 1.41 -2.82 -6.57
H 1.32 -1.27 -5.73
H -0.09 -2.34 -5.76
H 2.59 -2.90 -4.37
H 1.27 -4.04 -4.40
H 2.74 -1.32 -2.94
H -2.47 -1.59 -0.35
H -0.75 -4.14 -4.19
H -2.64 -4.17 -5.45
H -4.34 -3.98 -5.05
H -2.90 -6.63 -5.56
H -4.03 -5.82 -6.67
H -5.14 -7.52 -5.36
H -5.73 -6.04 -4.97
H -3.69 -7.51 -3.43
H -5.40 -7.33 -2.97
H -3.98 -5.69 -1.79
H -5.17 -4.89 -2.82
C 4.70 2.71 5.51
C 4.53 3.75 4.43
O 4.69 3.17 3.09
P 3.48 2.49 2.35
O 2.56 1.70 3.19
Te 4.48 1.21 0.55
O 2.69 3.66 1.65
C 3.32 4.65 0.79
C 3.11 6.02 1.40
H 4.51 3.17 6.48
H 5.71 2.31 5.50
H 3.99 1.89 5.38
H 5.30 4.51 4.49
H 3.55 4.23 4.48
H 2.83 4.56 -0.17
H 4.38 4.43 0.67
H 2.05 6.22 1.52
H 3.54 6.78 0.74
H 3.60 6.09 2.37
*
```

E_HOMO	-11.21	eV
relative energy (zero: lowest compared OMol25 entry of this formula, charge and spin)	21.6	kcal/mol
gap between HOMO and LUMO	6.4	eV
electronic energy	-3492.04839	Eh

Atom charges from the Löwdin analysis, given in e for atoms 1 to 5: number 1, Pd, carries 1.03; number 2, Cl, carries 0.68; number 3, C, carries -0.67; number 4, C, carries -0.07; number 5, C, carries -0.01